A 2-piece molecular cluster, C3H13N2O overall in a non-equilibrium geometry. Source: the OMol25 dataset; level of theory: ωB97M-V with the def2-TZVPD basis set.

* frontier orbital gap (spin up / spin down): 3.761 / 10.155 eV
* multiplicity: 2
* HOMO (spin up / spin down): -2.86 / -9.53 eV
* energy above the lowest of the compared OMol25 structures with the same formula, charge and spin: 17.9 kcal/mol

Positions of all 19 atoms, in Å:
C 0.228 0.842 -1.487
N 0.979 -0.242 -2.074
C 0.599 1.243 -0.065
N 0.038 0.253 0.938
C -1.428 0.416 1.109
H 0.319 1.719 -2.143
H -0.818 0.545 -1.428
H 1.738 -0.010 -2.682
H 0.419 -1.035 -2.364
H 1.664 1.357 0.137
H 0.137 2.210 0.128
H 0.511 0.363 1.896
H 0.314 -0.672 0.574
H -1.611 0.206 2.178
H -1.675 1.473 1.164
H -2.071 -0.157 0.461
H 1.039 -2.676 1.260
H -0.467 -3.288 1.314
O 0.086 -2.548 1.084